a.
Formula: C3H4S3
Source: the Open Molecules 2025 dataset
Level of theory: ωB97M-V/def2-TZVPD

Calculated values
E_HOMO: -8.74 eV
molar mass: 136.27 g/mol
frontier orbital gap: 8.47 eV
charge: 0

Bonds (Å) are listed after each position.
CARTESIAN COORDINATES (ANGSTROEM)
1 C -1.269 -0.015 -0.177  C2 1.543, S8 1.606, S10 1.701
2 C -0.268 -1.159 0.091  C1 1.543, H4 1.056, H5 1.119, S9 1.841
3 C 1.148 1.101 -0.011  H6 1.083, H7 1.085, S9 1.870, S10 1.820
4 H -0.212 -1.407 1.116  C2 1.056
5 H -0.554 -2.091 -0.458  C2 1.119
6 H 1.413 1.219 1.032  C3 1.083
7 H 1.757 1.751 -0.630  C3 1.085
8 S -2.855 -0.243 -0.276  C1 1.606
9 S 1.439 -0.700 -0.424  C2 1.841, C3 1.870
10 S -0.598 1.546 -0.263  C1 1.701, C3 1.820


b.
Formula: C3H4S3
Source: the Open Molecules 2025 dataset
Level of theory: ωB97M-V/def2-TZVPD

Calculated values
E_HOMO: -9.13 eV
molar mass: 136.27 g/mol
frontier orbital gap: 8.61 eV
charge: 0

Bonds (Å) are listed after each position.
CARTESIAN COORDINATES (ANGSTROEM)
1 C 0.749 2.395 -0.277  C3 1.208, S4 1.709
2 C -1.775 1.194 0.210  S4 1.760, S5 1.611, H7 1.083
3 C 1.861 2.807 -0.047  C1 1.208, H8 1.047
4 S -0.696 1.857 -1.012  C1 1.709, C2 1.760
5 S -3.240 0.619 -0.137  C2 1.611
6 S 0.109 -4.125 -0.360  H9 1.328, H10 1.327
7 H -1.373 1.233 1.215  C2 1.083
8 H 2.783 3.178 0.283  C3 1.047
9 H 0.150 -5.127 0.511  S6 1.328
10 H 1.432 -4.030 -0.385  S6 1.327


Which structure loses on stability? b does.


a.
Formula: C5H15N4
Source: the Open Molecules 2025 dataset
Level of theory: ωB97M-V/def2-TZVPD

Calculated values
E_HOMO: -13.63 eV
molar mass: 131.20 g/mol
frontier orbital gap: 10.79 eV
charge: +1

Bonds (Å) are listed after each position.
CARTESIAN COORDINATES (ANGSTROEM)
1 C -0.549 -0.784 0.769  N6 1.330, N7 1.572, N8 1.345
2 C 0.188 0.670 -2.675  C5 1.530, H10 1.059, H11 1.180, H12 1.054
3 C -0.464 2.388 -0.899  C5 1.581, H13 1.044, H14 1.116, H15 1.026
4 C 1.722 -1.290 1.508  N8 1.439, H16 1.005, H17 1.116, H18 1.099
5 C -0.569 0.880 -1.362  C2 1.530, C3 1.581, N7 1.471, H19 1.060
6 N -1.839 -1.107 0.780  C1 1.330, H20 1.030, H23 1.041
7 N 0.134 0.034 -0.387  C1 1.572, C5 1.471, H21 0.938
8 N 0.292 -1.416 1.607  C1 1.345, C4 1.439, N9 1.417
9 N -0.327 -1.980 2.750  N8 1.417, H22 1.022, H24 1.109
10 H 1.133 1.131 -2.793  C2 1.059
11 H 0.303 -0.401 -3.157  C2 1.180
12 H -0.373 1.086 -3.465  C2 1.054
13 H 0.541 2.598 -1.085  C3 1.044
14 H -0.590 2.438 0.209  C3 1.116
15 H -1.181 2.998 -1.305  C3 1.026
16 H 1.967 -1.179 0.540  C4 1.005
17 H 2.130 -0.567 2.254  C4 1.116
18 H 2.125 -2.270 1.799  C4 1.099
19 H -1.532 0.508 -1.603  C5 1.060
20 H -2.312 -0.761 -0.067  N6 1.030
21 H 1.002 0.180 -0.065  N7 0.938
22 H 0.203 -1.805 3.605  N9 1.022
23 H -2.396 -1.507 1.563  N6 1.041
24 H -0.149 -3.074 2.754  N9 1.109


b.
Formula: C5H15N4
Source: the Open Molecules 2025 dataset
Level of theory: ωB97M-V/def2-TZVPD

Calculated values
E_HOMO: -12.98 eV
molar mass: 131.20 g/mol
frontier orbital gap: 10.07 eV
charge: +1

Bonds (Å) are listed after each position.
CARTESIAN COORDINATES (ANGSTROEM)
1 C -0.981 0.303 0.601  C3 1.472, N6 1.445, N9 1.518, H10 1.052
2 C -0.223 -0.541 -1.340  N7 1.426, N8 1.374, N9 1.566
3 C -0.788 1.070 1.843  C1 1.472, H12 1.160, H13 1.138, H14 1.129
4 C 0.560 -1.609 0.897  N9 1.522, H15 1.184, H16 1.069, H17 1.125
5 C 1.457 0.603 0.084  N9 1.477, H18 1.071, H19 1.202, H20 1.154
6 N -1.200 1.306 -0.415  C1 1.445, N7 1.445, H21 1.055
7 N -0.904 0.667 -1.676  C2 1.426, N6 1.445, H22 1.009
8 N 0.720 -0.855 -2.289  C2 1.374, H23 1.008, H24 1.019
9 N 0.311 -0.328 0.116  C1 1.518, C2 1.566, C4 1.522, C5 1.477
10 H -1.695 -0.471 0.613  C1 1.052
11 H -1.350 -1.630 -1.058  no bonds
12 H -1.033 2.196 1.708  C3 1.160
13 H 0.257 0.975 2.283  C3 1.138
14 H -1.506 0.706 2.635  C3 1.129
15 H -0.297 -2.393 0.662  C4 1.184
16 H 1.566 -1.925 0.721  C4 1.069
17 H 0.354 -1.202 1.925  C4 1.125
18 H 2.074 0.521 -0.788  C5 1.071
19 H 1.199 1.775 0.148  C5 1.202
20 H 2.103 0.574 1.039  C5 1.154
21 H -2.226 1.550 -0.460  N6 1.055
22 H -0.304 1.312 -2.167  N7 1.009
23 H 0.432 -1.195 -3.193  N8 1.008
24 H 1.475 -1.409 -1.888  N8 1.019


Which structure loses on stability? b does.


a.
Formula: C3H5N2OS
Source: the Open Molecules 2025 dataset
Level of theory: ωB97M-V/def2-TZVPD

Calculated values
E_HOMO: -12.63 eV
molar mass: 117.15 g/mol
frontier orbital gap: 7.10 eV
charge: +1

Bonds (Å) are listed after each position.
CARTESIAN COORDINATES (ANGSTROEM)
1 C -0.762 0.081 0.234  C3 1.358, N4 1.526, O6 1.212
2 C 0.541 1.408 1.820  N4 1.250, S7 1.525
3 C 0.395 -0.262 -0.389  C1 1.358, N5 1.475, H8 1.068
4 N -0.532 0.829 1.544  C1 1.526, C2 1.250, H9 1.019
5 N 0.167 -1.054 -1.611  C3 1.475, H10 1.040, H11 1.028, H12 1.028
6 O -1.919 -0.099 -0.081  C1 1.212
7 S 1.874 2.091 2.104  C2 1.525
8 H 1.397 -0.156 -0.036  C3 1.068
9 H -1.382 0.897 2.102  N4 1.019
10 H -0.867 -1.147 -1.661  N5 1.040
11 H 0.587 -1.991 -1.556  N5 1.028
12 H 0.501 -0.597 -2.470  N5 1.028


b.
Formula: C3H5N2OS
Source: the Open Molecules 2025 dataset
Level of theory: ωB97M-V/def2-TZVPD

Calculated values
E_HOMO: -12.97 eV
molar mass: 117.15 g/mol
frontier orbital gap: 8.36 eV
charge: +1

Bonds (Å) are listed after each position.
CARTESIAN COORDINATES (ANGSTROEM)
1 C 0.107 1.429 0.070  C2 1.327, N4 1.570, H8 1.058
2 C 1.434 1.401 0.057  C1 1.327, S7 1.728, H9 1.051
3 C -0.062 -1.096 -0.038  N4 1.323, N5 1.331, H10 1.100
4 N -0.681 0.073 0.010  C1 1.570, C3 1.323, O6 1.342
5 N 1.238 -1.320 0.134  C3 1.331, S7 1.807, H11 1.017
6 O -1.980 0.369 0.171  N4 1.342, H12 0.958
7 S 2.458 0.009 0.017  C2 1.728, N5 1.807
8 H -0.699 2.098 0.214  C1 1.058
9 H 2.139 2.176 0.132  C2 1.051
10 H -0.512 -2.100 -0.041  C3 1.100
11 H 1.522 -2.243 0.454  N5 1.017
12 H -2.245 -0.290 0.814  O6 0.958


Which structure loses on stability? b does.